DFT (the ωB97M-V functional and the def2-TZVPD basis) results for a molecular structure, C54H49Cl2N8S4V.

The geometry in XYZ format:
```
118
Properties=species:S:1:pos:R:3:lowdin_charge:R:1
V -0.60856 0.71509 0.59560 0.6047
N -0.12300 -0.82065 -0.12025 -0.3717
S 0.57598 -1.40276 -1.37032 0.8570
N 2.02682 -0.83742 -1.72568 -0.3897
S 3.13381 -0.28519 -0.73859 1.0028
N 3.14087 0.99984 0.29653 -0.3642
S 2.20091 1.96919 1.14496 0.8414
N 0.68228 1.82711 0.95610 -0.3662
C 2.63048 1.61680 2.87733 -0.3368
C 3.93124 1.36944 3.21155 -0.1004
C 4.20719 0.94454 4.54767 -0.0477
C 3.18771 0.97274 5.49445 -0.0688
C 1.89267 1.32503 5.12169 -0.0466
C 1.57745 1.61454 3.79569 -0.0382
C 2.81935 3.55934 0.72785 -0.3054
C 3.41118 4.39272 1.74230 -0.0343
C 3.76184 5.68177 1.41005 -0.0710
C 3.60941 6.15380 0.11624 -0.0680
C 3.13074 5.31447 -0.85390 -0.0717
C 2.70762 4.01745 -0.56206 -0.0729
C 4.30406 0.25113 -1.90262 -0.3454
C 5.43815 0.79119 -1.35946 -0.0536
C 6.38695 1.39506 -2.26202 -0.0382
C 6.14260 1.49009 -3.63469 -0.0461
C 4.97793 0.85438 -4.15796 -0.0493
C 4.14906 0.14359 -3.31007 -0.0534
C 3.86459 -1.64935 0.22577 -0.2765
C 4.59212 -2.66184 -0.40082 -0.0463
C 4.95429 -3.76741 0.41202 -0.0629
C 4.96947 -3.72979 1.79305 -0.0546
C 4.26276 -2.69029 2.42238 -0.0317
C 3.74617 -1.64765 1.62938 -0.0476
C 0.82882 -3.21999 -1.42557 -0.2729
C 0.17577 -4.06996 -0.51953 -0.0361
C 0.22930 -5.47379 -0.72697 -0.0663
C 0.93155 -5.98389 -1.77477 -0.0605
C 1.70652 -5.11782 -2.56083 -0.0681
C 1.63342 -3.76316 -2.44450 -0.0843
C -0.33982 -1.19204 -2.88788 -0.3020
C -1.74861 -1.21224 -2.80082 -0.0449
C -2.49609 -1.08303 -3.93723 -0.0638
C -1.88507 -0.84614 -5.17422 -0.0218
C -0.49114 -0.71678 -5.21753 -0.0490
C 0.29779 -0.82013 -4.06010 -0.0653
H 4.69220 1.43425 2.44840 0.1095
H 5.20651 0.54293 4.78240 0.1171
H 3.37932 0.59691 6.46792 0.0999
H 1.07953 1.38624 5.90537 0.1378
H 0.59101 1.82900 3.41161 0.0869
H 3.44687 4.10746 2.79339 0.1135
H 4.10309 6.36309 2.19364 0.1208
H 3.92194 7.16426 -0.16753 0.1221
H 3.07170 5.60174 -1.90991 0.1195
H 2.32810 3.28497 -1.34050 0.1368
H 5.55924 0.84452 -0.28413 0.1106
H 7.32224 1.77558 -1.83640 0.1138
H 6.85319 2.06139 -4.26602 0.1237
H 4.76686 0.91083 -5.25511 0.1301
H 3.39389 -0.49112 -3.72597 0.0797
H 4.89281 -2.64048 -1.43330 0.1161
H 5.45757 -4.64768 -0.10729 0.1367
H 5.48778 -4.49920 2.34587 0.1136
H 4.05582 -2.66206 3.48278 0.1128
H 3.19636 -0.87055 2.14154 0.0889
H -0.36093 -3.65644 0.34041 0.1156
H -0.29067 -6.03709 0.03455 0.1106
H 0.83010 -7.04188 -1.98043 0.1159
H 2.34068 -5.53350 -3.31893 0.1088
H 2.16391 -3.16210 -3.17159 0.1104
H -2.22744 -1.44900 -1.85089 0.1202
H -3.53414 -1.28962 -3.88576 -0.0031
H -2.48256 -0.80487 -6.05849 0.1082
H -0.02875 -0.39864 -6.11290 0.0936
H 1.34862 -0.57547 -4.10108 0.0783
Cl -4.06837 5.41945 5.64790 0.6639
C -3.31463 5.24540 4.10578 -0.6568
C -3.24444 6.34560 3.22073 -0.0840
C -2.56736 6.17482 1.97471 -0.0472
C -1.70992 5.04548 1.86321 -0.1533
N -1.81235 4.02760 2.70425 0.0494
C -2.61501 4.04961 3.77044 -0.1532
H -3.68614 7.33610 3.40683 0.1121
H -2.76841 6.83247 1.13784 0.0983
H -0.94450 5.05747 1.03924 0.1139
H -2.66434 3.13399 4.31328 0.0914
N -6.43198 -1.60894 -0.61329 0.1212
C -6.12475 -2.38790 -1.67278 -0.8982
S -5.91566 -1.84903 -3.26963 0.5848
N -5.89482 -3.68278 -1.36306 0.0212
C -6.29874 -4.38448 -0.18843 -0.2579
C -7.62663 -4.52353 0.14951 -0.0248
C -8.03116 -4.99539 1.44701 -0.0485
C -7.06364 -5.51840 2.33433 -0.0751
C -5.71718 -5.51576 1.91953 -0.0907
C -5.30718 -4.97043 0.69066 -0.0118
H -6.31337 -0.59358 -0.72486 0.0660
H -6.35921 -1.96865 0.31400 0.0955
H -5.32088 -4.14671 -2.02157 0.1082
H -8.36729 -4.14747 -0.56653 0.1249
H -9.08079 -5.04112 1.64392 0.0929
H -7.39532 -5.74181 3.33396 0.0971
H -4.91333 -5.90326 2.52851 0.0950
H -4.25708 -5.09856 0.41250 0.1026
C -1.52266 0.21167 2.35797 -0.2565
H -0.91477 -0.53013 2.88547 -0.0265
H -2.50031 -0.33908 2.13525 0.0065
H -1.74370 1.07962 3.01346 -0.0237
Cl -5.84543 2.21577 -0.66331 0.6420
C -4.15533 2.14346 -1.12244 -0.6424
C -3.62996 2.66946 -2.33107 -0.1464
C -2.29034 2.99570 -2.46872 -0.1101
C -1.45227 2.56046 -1.47579 -0.1820
N -1.92094 1.87011 -0.38150 -0.1199
C -3.23242 1.58299 -0.24393 -0.1897
H -4.29771 2.94576 -3.18911 0.1098
H -1.90528 3.45334 -3.36628 0.1004
H -0.42487 2.85299 -1.50648 0.0710
H -3.44100 1.14623 0.68464 0.0708
```

The LUMO energy (spin up / spin down) is -3.20 / -3.13 eV. The expectation value of S² is 3.7854. The total energy comes out at -5981.68230 hartree. As for the multiplicity: 4. The calculation puts the HOMO-LUMO gap (spin up / spin down) at 2.595 / 6.392 eV. The charge is +1. The energy relative to the best compared isomer or geometry (same formula, charge and spin) is 115.3 kJ/mol.